29
Properties=species:S:1:pos:R:3:forces:R:3:nbo_charge:R:1 method="wB97M-V/def2-TZVPD" orbital_gap_ev="3.71 / 3.69" spin_multiplicity=1 homo_ev="-14.10 / -14.09" total_charge=+2
Pt -0.154303 -0.071867 -0.221447 -0.4 0.6 -0.9 0.84
Cl -2.512256 -2.490687 -0.017673 0.0 0.1 0.2 0.09
C -1.115953 -2.793281 -0.957959 0.5 1.0 0.3 -0.03
C -0.065136 -1.825653 -0.973724 0.3 -1.0 0.4 -0.31
C 1.127054 -2.121584 -1.703789 -0.6 0.8 0.8 -0.04
Cl 2.399786 -0.965374 -1.631222 0.1 0.1 0.1 0.10
C 1.256809 -3.260489 -2.437914 -0.5 -0.8 -0.4 -0.12
Cl 2.668259 -3.582728 -3.336200 0.0 0.0 0.0 0.13
C 0.170892 -4.176419 -2.436337 0.1 0.4 0.2 0.01
Cl 0.302767 -5.579768 -3.337108 0.0 -0.4 -0.3 0.19
C -1.015081 -3.939251 -1.695487 0.3 -0.5 -0.6 -0.12
Cl -2.283013 -5.079299 -1.734101 0.0 0.0 0.0 0.13
I -2.394630 4.772294 -0.569142 0.0 0.1 -0.3 0.56
C -1.940937 3.672030 1.045539 0.3 -0.5 0.0 -0.17
C -2.253234 4.074480 2.318874 0.2 -0.3 0.3 -0.33
C -1.919124 3.285053 3.442264 0.0 0.0 -0.3 -0.03
I -2.440540 4.013523 5.241004 -0.1 0.1 0.3 0.56
C -1.231127 1.998060 3.321950 -0.1 0.3 0.2 -0.08
C -0.881497 1.162913 4.380867 0.0 0.0 0.1 -0.08
C -0.226261 -0.029546 4.110608 0.0 0.1 0.0 -0.20
C 0.052902 -0.377124 2.801612 0.0 0.1 -0.2 0.12
N -0.296818 0.417400 1.771491 0.0 -0.8 0.1 -0.41
C -0.903437 1.574546 2.044147 -0.1 0.2 -0.2 0.08
C -1.203734 2.382424 0.867452 -0.3 0.4 0.3 0.52
O -0.813777 1.960764 -0.211064 0.3 0.4 -0.3 -0.48
H -2.764535 5.016230 2.468989 0.0 0.0 0.0 0.28
H -1.111306 1.441781 5.401602 0.0 0.0 0.0 0.26
H 0.062842 -0.698182 4.909475 0.0 0.0 0.0 0.28
H 0.555088 -1.299944 2.549992 0.0 0.0 0.0 0.26

103
Properties=species:S:1:pos:R:3:forces:R:3:mulliken_charge:R:1 method="wB97M-V/def2-TZVPD" orbital_gap_ev="8.78 / 4.01" spin_multiplicity=2 homo_ev="-9.44 / -9.41" total_charge=0
C 0.813410 -1.368449 -0.546229 -0.3 3.1 0.3 -0.07
O 0.371226 -0.099173 -0.999043 0.8 -2.0 0.1 -0.31
O 2.119799 -1.213299 -0.114692 -1.2 -1.2 0.8 -0.48
C -0.289094 -2.133261 0.307488 -2.2 1.0 -2.0 0.04
F 0.020066 -3.420476 0.237941 -0.3 -0.2 0.5 -0.30
F -0.470441 -1.649007 1.515847 0.6 -0.6 0.1 0.02
F -1.574148 -2.060979 -0.323632 2.8 0.3 0.9 -0.35
C -0.158375 0.950940 -0.148359 -1.8 -0.6 -1.7 0.58
C -0.860455 1.728524 -1.230323 -0.3 1.4 -1.2 -1.22
H -0.214604 1.833764 -2.102048 0.4 0.3 0.2 0.05
H -1.719467 1.269506 -1.719710 -0.2 -0.6 0.8 0.47
H -1.165501 2.732159 -0.934067 0.0 0.1 0.3 0.28
H 0.577782 1.566875 0.368164 0.1 -0.5 0.2 -0.10
H -0.969980 0.502688 0.424763 0.5 0.2 0.9 0.23
H 0.960990 -2.016258 -1.410333 -0.2 0.2 -0.7 1.04
C 2.670180 1.382920 2.906116 1.3 0.2 1.9 0.62
O 2.424310 2.122734 3.861361 0.0 0.4 -0.9 -0.71
N 3.847275 1.278134 2.275050 1.7 1.0 -0.8 -0.32
N 1.868912 0.399569 2.561869 -3.2 -2.1 -0.6 0.35
H 4.571978 1.958072 2.455587 -0.2 -0.2 -0.1 0.24
H 4.005409 0.560730 1.581918 0.1 0.3 0.2 0.12
H 1.007428 0.326375 3.083958 -0.1 0.1 -0.2 -0.03
H 1.942029 -0.207996 1.758374 0.4 0.4 0.2 -0.34
C -0.442374 2.482544 -5.932429 -3.3 -4.2 -3.8 0.76
O -1.353436 1.636684 -5.766991 1.7 1.1 0.3 -0.68
N 0.231439 2.607939 -7.123470 0.0 -1.1 -0.5 -0.49
N -0.066272 3.398889 -5.148804 1.3 3.8 3.9 -0.30
H 0.142272 1.813427 -7.740642 0.1 0.6 -0.3 0.22
H 0.599177 3.513346 -7.378636 0.0 -0.7 -0.4 0.18
H 0.732007 3.910146 -5.497315 -0.2 0.3 1.1 0.14
H -0.600095 3.646217 -4.327846 0.4 0.0 -0.2 0.18
C 2.588612 -4.041487 2.861386 -4.4 -3.7 2.2 0.63
O 2.535218 -4.581499 3.960014 1.9 0.1 0.4 -0.70
N 3.084899 -2.938759 2.506309 4.8 6.2 0.8 -0.29
N 1.730348 -4.422082 1.946430 -2.2 -2.8 -2.8 -0.19
H 3.433733 -2.483624 3.337736 0.4 0.8 -0.4 0.23
H 2.801615 -2.370920 1.720559 0.1 -0.5 0.3 0.22
H 1.384960 -5.365118 2.053597 -0.3 0.3 -0.3 0.16
H 1.570070 -3.904778 1.093894 0.4 -0.9 0.5 0.05
C 2.068513 4.005341 -2.405174 2.4 1.1 -2.6 0.65
O 2.783161 3.467125 -3.281230 -1.7 0.7 1.3 -0.69
N 1.703231 3.453532 -1.277139 -0.3 -2.7 2.5 0.06
N 1.702542 5.319387 -2.382095 -0.2 0.6 -0.9 -0.35
H 1.179389 3.945157 -0.567206 0.2 -0.2 -0.2 0.08
H 2.130571 2.567949 -1.046432 -0.2 0.2 0.0 -0.09
H 1.696588 5.834148 -3.251051 0.0 0.0 0.3 0.26
H 1.078603 5.573788 -1.629715 -0.2 0.6 -0.4 0.13
C 3.415316 -0.652010 -3.729001 3.3 2.0 -5.5 0.63
O 3.937309 -0.465457 -4.852879 -0.7 -0.7 1.3 -0.76
N 2.423249 0.018499 -3.302440 -6.0 3.7 0.9 -0.11
N 3.944228 -1.322516 -2.776308 2.6 -3.8 3.3 -0.12
H 1.954639 -0.120100 -2.418526 0.3 0.2 -0.3 0.21
H 2.139190 0.854475 -3.792913 -0.1 -0.3 -0.3 -0.03
H 3.434336 -1.298429 -1.904800 1.1 -0.1 0.0 0.03
H 4.932696 -1.521519 -2.834750 -0.4 -0.4 0.2 0.19
C -3.768542 3.419676 1.111159 5.1 5.0 2.1 0.71
O -2.944360 4.332653 0.935605 0.2 0.8 1.1 -0.76
N -4.207379 2.867996 0.116792 -4.2 -4.8 -7.8 -0.31
N -4.066748 2.961048 2.270806 -1.0 -1.3 5.2 -0.39
H -3.960863 3.278735 -0.772375 -0.1 -0.4 0.1 0.25
H -4.740800 2.011804 0.166867 -0.1 0.3 -0.4 0.16
H -3.745412 3.535493 3.036876 -0.2 -0.3 0.0 0.23
H -4.732742 2.226663 2.463742 0.1 0.4 -0.1 0.14
C 0.163070 5.450722 1.074035 1.3 2.0 -2.8 0.31
O -0.583434 5.921810 0.272218 -0.9 1.9 -2.0 -0.60
N -0.081436 4.559806 1.901670 -6.3 -7.7 6.2 -0.23
N 1.444324 5.580035 1.274244 6.5 2.8 -1.3 -0.27
H 0.597083 3.892179 2.239283 -0.6 0.2 0.1 0.10
H -1.054753 4.301314 1.978770 -0.3 -0.3 0.0 0.17
H 1.796247 4.973850 2.001415 0.9 1.0 -0.5 0.18
H 2.096102 6.027520 0.645712 -0.2 0.1 0.2 0.27
C -3.852017 -4.801034 -1.355699 -6.1 2.1 0.3 0.73
O -4.953056 -4.430091 -1.041372 -2.9 0.9 1.6 -0.74
N -2.923579 -5.077498 -0.607615 7.5 -1.8 8.2 -0.32
N -3.570955 -4.983434 -2.548666 1.6 -0.9 -8.6 -0.37
H -1.958465 -5.102590 -0.904294 -0.4 -0.2 0.2 0.11
H -3.083111 -5.025917 0.388371 0.1 0.2 0.0 0.22
H -2.632956 -5.298652 -2.750902 -0.7 -0.2 -1.0 0.13
H -4.369936 -4.936959 -3.164765 0.7 0.0 -0.5 0.23
C -1.209559 -0.372931 4.604003 -1.6 0.6 1.2 0.64
O -1.164824 -1.500144 4.321207 0.6 -5.3 -1.7 -0.62
N -0.258195 0.461713 4.745631 6.1 3.5 -0.1 -0.37
N -2.291903 0.261031 4.957317 -5.3 0.9 0.5 -0.44
H -0.558192 1.362475 5.090218 1.4 -0.1 0.0 0.01
H 0.666732 0.115749 4.957604 0.0 0.4 0.1 0.35
H -3.086719 -0.349452 5.082561 -0.3 0.7 0.1 0.26
H -2.239072 1.221011 5.266741 -0.9 -0.6 0.2 0.12
C -4.417803 -3.027026 2.835901 2.6 -0.4 -1.4 0.66
O -4.177322 -4.189862 2.915663 0.8 -3.0 0.4 -0.64
N -5.534041 -2.503484 3.187480 -4.4 2.6 1.3 -0.36
N -3.519928 -2.150827 2.320652 0.4 0.4 -0.4 -0.03
H -6.332638 -3.086683 3.392964 0.3 0.1 -0.1 0.24
H -5.680746 -1.533935 2.945478 -0.5 -0.4 0.2 0.12
H -3.792866 -1.179891 2.266969 0.9 -0.2 0.0 0.02
H -2.576613 -2.509095 2.364183 -0.1 0.8 0.0 -0.03
C 3.139905 -4.586565 -1.861492 -0.3 -7.2 -2.4 0.59
O 3.569929 -5.716086 -2.199959 -0.6 2.1 -0.2 -0.71
N 3.716593 -3.802318 -1.071943 2.7 4.2 3.8 0.09
N 1.904199 -4.171035 -2.139605 -3.8 0.1 -1.9 -0.07
H 4.633979 -3.954764 -0.677905 -0.4 0.0 0.0 0.20
H 3.023102 -3.154818 -0.725659 1.5 0.5 0.8 -0.16
H 1.354021 -3.508910 -1.611393 0.8 -0.5 0.0 0.00
H 1.291215 -4.813671 -2.620624 0.4 -0.1 -0.1 0.16

90
Properties=species:S:1:pos:R:3:forces:R:3:mulliken_charge:R:1 method="wB97M-V/def2-TZVPD" orbital_gap_ev=9.51 smiles="NC(N)=O.NC(N)=O.NC(N)=O.NC(N)=O.NC(N)=O.OCCO.OCCO.OCCO.OCCO.OCCO" spin_multiplicity=1 homo_ev=-9.68 total_charge=0
N 2.604946 0.781718 1.580718 -0.3 -0.1 -0.4 -0.06
C 2.118276 1.706205 2.483442 0.3 0.1 -0.1 0.49
N 1.510867 2.789083 1.897904 0.0 -0.3 -0.4 -0.33
O 2.254134 1.578700 3.682555 0.0 0.1 0.2 -0.65
H 3.393546 0.223244 1.853353 -0.1 -0.1 0.3 0.23
H 2.552385 0.949583 0.587374 0.1 0.2 0.0 -0.06
H 1.060641 3.467246 2.482966 -0.1 -0.1 0.1 0.28
H 1.187233 2.687902 0.949050 -0.1 0.2 0.0 0.06
N 3.812891 -2.008006 -2.420462 0.6 -0.1 -0.1 -0.36
C 4.320518 -0.859694 -1.882919 -0.5 -0.1 -0.2 0.64
N 5.658030 -0.881440 -1.657208 0.2 -0.2 -0.2 -0.44
O 3.611140 0.107041 -1.607222 0.2 -0.1 0.5 -0.66
H 2.837202 -2.135570 -2.613286 -0.1 0.4 0.0 0.19
H 4.450757 -2.654657 -2.850413 -0.2 -0.2 0.1 0.18
H 6.130569 -0.130661 -1.189176 -0.3 0.2 -0.1 0.24
H 6.225541 -1.644357 -1.979282 0.0 0.0 0.1 0.15
N -1.719678 4.043959 -0.517419 0.2 0.5 -0.3 -0.38
C -0.913144 3.100801 -1.049643 0.4 -0.2 0.3 0.37
N -0.161885 3.449250 -2.123583 -0.7 -0.2 0.5 -0.18
O -0.814226 1.966704 -0.555714 -0.1 -0.2 -0.2 -0.39
H -2.380377 3.839366 0.210109 0.1 -0.3 0.0 0.25
H -1.643846 4.983878 -0.861600 -0.3 0.0 0.1 0.15
H -0.303114 4.343016 -2.555337 0.3 -0.1 -0.3 0.15
H 0.465956 2.713367 -2.451222 0.3 0.4 -0.1 0.02
N -3.656260 1.766864 -2.044509 -0.5 -0.4 0.1 -0.14
C -4.487717 1.244313 -1.074259 0.4 0.4 0.3 0.43
N -3.835679 0.888675 0.084172 -0.3 -0.2 0.1 -0.16
O -5.698462 1.217029 -1.191503 0.1 0.2 0.1 -0.68
H -2.675032 1.567030 -2.051851 0.1 0.3 0.0 0.01
H -4.098337 2.391613 -2.690648 0.2 -0.3 -0.4 0.21
H -2.862032 0.634433 0.155024 0.1 0.3 -0.1 0.20
H -4.428777 0.600779 0.842417 0.0 -0.2 -0.1 0.09
N -0.180500 -1.465372 -4.399052 0.1 0.7 -0.6 -0.35
C -0.067163 -0.518768 -5.394752 0.3 -0.1 -0.3 0.42
N -0.267378 0.776705 -4.996990 0.0 -0.3 0.1 -0.24
O 0.220553 -0.796314 -6.549223 0.0 0.0 0.2 -0.69
H 0.188097 -2.346356 -4.711894 -0.1 -0.2 0.3 0.25
H -0.069673 -1.148482 -3.443158 -0.2 -0.5 0.0 0.27
H -0.241310 1.455254 -5.734208 -0.2 0.1 0.1 0.20
H -0.742247 0.958498 -4.131938 0.0 0.2 -0.1 0.11
O -5.635586 -3.593539 1.888368 -0.6 0.4 -0.1 -0.56
C -5.372817 -2.677799 0.830650 0.6 -0.4 -0.3 -0.58
C -3.907951 -2.841829 0.480339 -0.1 0.2 -0.9 0.22
O -3.678094 -4.153905 -0.060342 -0.3 0.0 0.3 -0.60
H -5.444949 -4.460449 1.513493 0.0 -0.1 0.1 0.35
H -6.036792 -2.816693 -0.030185 0.2 -0.4 -0.1 0.33
H -5.554396 -1.636914 1.101437 0.0 -0.2 0.7 0.23
H -3.341393 -2.732037 1.407807 0.1 0.3 -0.1 0.15
H -3.622035 -2.129162 -0.303781 0.1 0.3 0.4 0.15
H -2.727226 -4.282173 -0.084780 0.0 -0.1 -0.1 0.31
O 4.009819 -3.487807 5.145380 0.2 0.3 0.2 -0.51
C 2.659034 -3.117707 5.364441 0.1 -0.4 -0.3 -0.35
C 2.068483 -2.460333 4.131710 0.4 -0.1 -0.3 -0.29
O 2.312617 -3.286455 2.968655 -0.5 0.0 0.4 -0.58
H 4.142166 -3.583213 4.196105 -0.2 -0.1 0.0 0.33
H 2.087980 -4.023730 5.611298 -0.1 0.1 0.0 0.26
H 2.618869 -2.451354 6.226139 0.0 0.1 0.0 0.32
H 2.588317 -1.533038 3.893000 -0.2 0.2 0.3 0.24
H 0.997947 -2.290510 4.264310 0.0 0.2 0.0 0.24
H 1.646636 -3.980700 3.021899 0.2 -0.2 -0.2 0.32
O -0.894270 -0.153916 1.136080 0.1 -0.1 -0.6 0.39
C -0.263851 -1.378722 0.807588 0.9 -0.5 0.6 -0.35
C 0.189381 -1.501655 -0.628152 -0.5 0.4 -1.0 -0.13
O -0.854123 -1.129334 -1.557631 0.4 0.0 0.5 -0.67
H -0.375639 0.562662 0.746006 -0.2 0.4 0.2 -0.32
H 0.659112 -1.493388 1.395162 -0.2 -0.1 0.2 0.25
H -0.960515 -2.161734 1.102606 0.0 -0.1 -0.2 0.25
H 0.484525 -2.521526 -0.880094 -0.2 -0.1 0.3 0.66
H 1.070242 -0.883620 -0.851957 0.0 0.2 0.4 -0.24
H -1.101150 -0.238387 -1.269079 -0.1 0.0 -0.2 0.31
O 4.804707 3.620080 -4.285249 0.0 0.3 -0.3 -0.55
C 3.936731 3.144194 -3.282458 0.7 -0.3 0.7 -0.34
C 2.614056 2.615600 -3.791343 -0.2 0.1 -0.4 -0.40
O 1.962365 1.809407 -2.834930 -0.2 0.2 0.2 -0.18
H 5.037821 2.920007 -4.901349 -0.1 -0.1 0.1 0.33
H 4.414452 2.363698 -2.670220 0.0 -0.1 -0.3 0.14
H 3.832714 3.972340 -2.578517 -0.4 0.1 -0.2 0.26
H 2.724313 2.058756 -4.730957 0.3 0.0 0.0 0.37
H 1.968583 3.463189 -4.046871 -0.1 -0.1 0.1 0.29
H 2.591318 1.197391 -2.403342 -0.1 0.0 -0.2 0.08
O -1.901687 1.904565 3.765871 -0.2 0.3 -0.2 -0.48
C -2.582015 1.142677 4.764159 0.6 -0.1 0.1 -0.51
C -3.091105 -0.143746 4.141772 -0.1 0.7 -0.7 -0.12
O -2.027917 -0.850867 3.554935 0.0 -0.6 0.3 -0.44
H -0.966409 1.937643 3.974739 0.1 -0.1 0.0 0.26
H -1.859300 0.903904 5.549831 -0.3 0.0 0.2 0.30
H -3.394361 1.752475 5.163077 -0.1 -0.1 0.1 0.34
H -3.808110 0.145833 3.356763 -0.1 -0.1 0.2 0.03
H -3.618597 -0.764196 4.863125 0.1 -0.1 0.1 0.38
H -1.758345 -0.396561 2.743881 0.1 0.2 0.1 0.25

| no. | E (eV) |
| --- | --- |
| 1 | -101197.8986 |
| 2 | -83916.4108 |
| 3 | -61982.9577 |